Record 1
{
  "formula": "C35H35N7O5PRb",
  "method": "the ωB97M-V functional and the def2-TZVPD basis",
  "elements": ["H", "C", "H", "H", "C", "C", "C", "C", "N", "C", "C", "H", "H", "O", "H", "C", "H", "H", "C", "P", "N", "H", "N", "H", "N", "H", "H", "C", "C", "N", "H", "Rb", "H", "H", "H", "C", "H", "C", "C", "H", "H", "C", "H", "C", "C", "H", "O", "H", "H", "C", "C", "C", "C", "N", "C", "C", "C", "H", "H", "H", "H", "H", "H", "H", "N", "H", "C", "C", "C", "C", "C", "O", "H", "C", "C", "C", "H", "H", "C", "O", "C", "C", "H", "O"],
  "coordinates": [[-1.0133, 2.9060, 1.5740], [-0.7552, -3.6381, 7.1942], [-2.5343, 3.2742, -0.9782], [0.0748, 4.2578, -0.1852], [0.8899, -1.3072, -4.8713], [-0.7046, 0.3127, 3.6795], [-0.3342, -1.8252, 4.9013], [0.9189, -3.5612, 3.8067], [2.3467, -5.0663, 0.0872], [4.0975, 2.6279, -3.1780], [2.4564, -2.8035, -0.6231], [-6.5180, 1.8644, -0.2737], [-1.7481, 0.2566, 5.5487], [-0.3271, -2.2331, -6.7604], [-1.0953, 2.1685, -4.6063], [0.5060, 4.7765, -1.0444], [1.1786, 1.9686, 1.4214], [0.6929, 5.8123, -0.7508], [-1.5823, 0.8572, 4.6594], [1.5330, 2.2927, -1.8946], [1.9138, -2.3499, 0.5016], [3.7706, 1.6690, -1.2639], [-2.2458, 1.9738, 4.6006], [1.5521, 0.4388, 2.2331], [-2.6928, 1.3275, -0.3639], [3.6018, 2.7399, -4.1432], [-1.1680, 3.0860, -3.0998], [1.0570, -5.5806, 7.6458], [-4.8947, 0.4892, 0.0372], [-0.3778, 1.1579, 2.5527], [-1.4850, -4.2267, 9.1126], [-0.1157, -0.3662, -0.4628], [-2.6547, 3.5618, 3.2586], [2.6664, -2.0726, -1.3953], [1.1535, 3.2297, -4.1345], [-2.0375, 2.6855, 3.4093], [2.5336, 4.1370, -0.7194], [0.2448, -3.0625, 4.9472], [1.5682, -3.2431, 1.4272], [2.1984, 4.6230, -2.3748], [4.2792, 3.6285, -2.7775], [0.9225, -2.7473, 2.6849], [1.9115, -5.1085, 5.7535], [1.0417, 1.3948, 2.3426], [-1.1572, 2.3167, 2.4750], [5.0713, 2.1718, -3.3727], [-1.5722, -1.3776, -2.2510], [-3.0584, -0.6074, 0.2274], [3.1471, 0.7594, -2.6311], [-0.9031, -1.4604, -3.3124], [-0.2834, -1.8828, -5.5893], [-5.4456, 1.7143, -0.2980], [-0.2396, -1.0070, 3.7175], [0.1493, -5.3650, 8.5935], [1.7813, -4.6059, 1.1935], [-4.5961, 2.7425, -0.6721], [-1.4196, -1.9290, -4.6109], [-1.5292, -2.8945, 7.0720], [-1.0273, 1.3309, -3.0620], [-0.7953, -1.4158, 5.7852], [1.4947, 1.9572, 3.1733], [1.2396, 1.4655, -4.1150], [1.4614, -5.3446, 1.9168], [-0.2506, 4.7903, -1.8294], [0.3878, -1.5343, 2.6170], [3.1226, -4.5053, -1.7490], [0.2028, -3.8585, 6.1998], [-3.2322, 2.4954, -0.6884], [0.8214, 2.3318, -3.5974], [3.2688, 1.7695, -2.2321], [-0.7362, -4.4011, 8.3460], [1.9958, -1.0529, -5.3592], [1.3969, -4.5251, 3.8003], [-0.6996, 2.2284, -3.5897], [0.4877, -1.0922, -3.4847], [1.1258, -4.8752, 6.4571], [-4.9750, 3.7172, -0.9487], [-5.5101, -0.3509, 0.3255], [2.6820, -4.1571, -0.8232], [-2.5664, -2.2832, -4.8660], [-3.5146, 0.3458, -0.0135], [1.7805, 4.0904, -1.5135], [1.7832, -6.3638, 7.8422], [1.2438, -0.6016, -2.5892]],
  "forces_ev_per_angstrom": [[0.0, 0.0, 0.0], [0.1, -0.1, -0.1], [0.0, 0.0, 0.0], [0.0, 0.0, 0.0], [0.2, 0.0, -0.1], [-0.2, 0.2, 0.1], [0.1, 0.0, -0.2], [-0.1, 0.3, 0.0], [0.0, 0.0, -0.1], [0.0, 0.1, -0.1], [0.0, -0.1, 0.0], [0.0, 0.0, 0.0], [-0.1, 0.0, 0.1], [0.0, 0.1, 0.2], [0.0, 0.0, 0.0], [-0.1, 0.1, 0.1], [0.0, 0.0, 0.0], [0.0, 0.0, 0.0], [0.2, -0.1, -0.1], [0.0, 0.0, 0.2], [0.0, 0.0, 0.1], [0.0, 0.0, 0.0], [0.0, -0.1, 0.1], [0.0, 0.0, 0.0], [0.1, 0.0, 0.0], [0.0, 0.0, 0.0], [0.0, 0.0, 0.0], [0.0, 0.0, 0.0], [0.0, 0.0, 0.0], [0.0, -0.2, -0.1], [0.0, 0.0, 0.0], [0.0, 0.6, 1.9], [0.0, 0.0, 0.0], [0.0, 0.0, -0.1], [0.0, 0.0, 0.0], [0.1, 0.0, -0.1], [0.0, 0.0, 0.0], [0.0, -0.1, 0.1], [0.0, -0.1, -0.1], [0.0, 0.0, 0.0], [0.0, 0.0, 0.0], [0.1, -0.1, 0.0], [0.0, 0.0, 0.0], [0.1, 0.0, 0.0], [-0.1, 0.2, -0.2], [0.0, 0.0, 0.0], [-0.3, -0.3, -0.7], [0.0, 0.0, 0.0], [0.0, 0.0, 0.0], [-0.1, -0.1, 0.0], [-0.1, 0.0, -0.3], [0.0, -0.1, 0.0], [0.1, -0.3, 0.2], [0.0, -0.1, 0.1], [-0.1, 0.1, 0.1], [0.0, 0.0, 0.0], [-0.2, -0.1, -0.2], [0.0, 0.0, -0.1], [0.0, 0.0, 0.0], [0.0, 0.0, 0.0], [0.0, 0.0, 0.0], [0.0, 0.0, 0.0], [0.0, 0.0, 0.0], [0.0, 0.0, -0.1], [-0.1, 0.1, -0.1], [0.0, -0.1, 0.0], [0.0, 0.0, 0.0], [0.0, 0.1, 0.0], [0.1, 0.1, -0.1], [0.0, -0.1, 0.0], [0.0, 0.0, 0.0], [-0.1, 0.0, 0.1], [0.0, -0.1, 0.0], [-0.1, 0.0, 0.0], [0.1, 0.2, -0.1], [-0.1, 0.1, 0.0], [0.0, 0.0, 0.0], [0.0, 0.0, 0.0], [0.0, 0.1, -0.1], [0.2, 0.0, 0.1], [-0.1, 0.0, 0.0], [0.2, 0.1, -0.2], [0.0, 0.0, 0.0], [0.3, -0.3, -0.6]],
  "lowdin_charge": [0.09, -0.02, 0.09, 0.05, -0.34, -0.18, 0.03, -0.02, 0.07, -0.16, -0.11, 0.10, 0.09, 0.05, 0.08, -0.17, 0.06, 0.06, -0.15, 0.94, 0.08, 0.07, 0.00, 0.06, 0.04, 0.06, 0.04, -0.17, -0.06, -0.14, 0.10, 0.89, 0.08, 0.10, 0.08, -0.18, 0.07, -0.18, -0.19, 0.06, 0.05, -0.25, 0.10, -0.09, -0.14, 0.06, -0.21, 0.10, 0.06, -0.37, -0.30, -0.09, -0.21, 0.03, -0.09, -0.07, -0.32, 0.10, 0.05, 0.08, 0.09, 0.07, 0.10, 0.05, 0.11, 0.10, -0.15, -0.15, -0.40, -0.42, -0.17, 0.01, 0.07, -0.15, -0.37, -0.02, 0.09, 0.10, -0.12, 0.04, -0.14, -0.44, 0.10, -0.28],
  "total_charge": -2,
  "multiplicity": 1,
  "total_energy_ha": -2479.716773,
  "e_above_lowest_ev": 0.0000,
  "gap_ev": 4.82
}

Record 2
{
  "formula": "C5H13NO2",
  "method": "the ωB97M-V functional and the def2-TZVPD basis",
  "elements": ["C", "C", "C", "H", "H", "H", "H", "H", "H", "H", "C", "C", "N", "H", "O", "O", "H", "H", "H", "H", "H"],
  "coordinates": [[1.1116, 0.0864, 1.2949], [-0.7387, -0.1535, -1.6615], [0.0023, 1.3290, -1.8648], [-0.3104, 1.3400, -3.3578], [-0.5639, -0.7237, -2.7078], [-0.7103, 0.8635, 0.6018], [0.9937, 0.8179, 2.0897], [-1.0171, -0.6334, 2.6640], [1.4150, -0.9056, 1.7212], [2.3215, -0.4730, -0.4417], [-0.4115, -0.1418, 0.7246], [-1.1998, -0.9703, 1.6790], [1.7058, 0.6070, 0.0713], [2.4384, 2.0270, 0.6411], [-1.0667, -2.3220, 1.6672], [-0.1959, -0.8393, -0.6022], [1.3972, 1.0965, -1.6713], [-0.4695, -2.2510, 0.6828], [-2.0772, -0.1237, -1.7673], [-0.2879, 2.3112, -1.1689], [-2.3365, -0.9411, 1.4057]],
  "forces_ev_per_angstrom": [[-2.8, -1.5, -0.7], [-2.1, 1.7, -3.7], [1.3, -1.2, -2.8], [0.9, 0.9, 4.5], [0.2, 1.0, 2.7], [-1.1, 0.8, -0.5], [0.3, 0.0, 0.0], [-0.1, 0.9, 1.2], [0.4, 1.0, -0.4], [-1.4, 4.6, 2.1], [3.6, -1.4, -0.3], [-5.0, 1.2, -0.6], [4.4, -0.6, 1.0], [-0.9, -4.0, -1.7], [5.0, -1.6, -5.2], [-1.0, 0.1, 2.5], [-5.1, 1.0, -1.2], [-2.4, -2.0, 3.6], [3.8, 0.3, 1.0], [0.5, -2.8, -2.2], [1.4, 1.4, 0.7]],
  "lowdin_charge": [-0.30, -0.38, -0.17, 0.15, 0.11, 0.11, 0.09, 0.11, 0.12, 0.22, -0.26, -0.33, -0.13, 0.24, -0.09, -0.22, 0.13, 0.21, 0.17, 0.07, 0.15],
  "multiplicity": 1,
  "total_energy_ha": -403.091269,
  "e_above_lowest_ev": 13.2068,
  "gap_ev": 8.06
}

Record 3
{
  "formula": "C23H32N2O5",
  "method": "the ωB97M-V functional and the def2-TZVPD basis",
  "elements": ["C", "N", "H", "H", "C", "C", "C", "C", "H", "H", "O", "C", "C", "N", "H", "H", "O", "H", "H", "H", "H", "H", "H", "H", "H", "H", "O", "C", "C", "H", "H", "H", "C", "C", "O", "H", "O", "H", "H", "C", "H", "H", "C", "C", "C", "C", "C", "H", "H", "H", "H", "C", "H", "H", "H", "C", "C", "C", "C", "H", "C", "H"],
  "coordinates": [[-3.0579, -3.2683, 0.1187], [1.6568, 0.7373, -0.9272], [-3.9768, 0.0562, -1.4247], [-6.1770, 2.7632, 0.3288], [3.4811, -0.7921, -0.2255], [5.0033, -1.0030, -0.3690], [6.6130, 0.7066, -1.1796], [3.5546, 0.6375, 1.9185], [-3.7195, -3.6911, -0.6458], [-1.8076, -0.8061, -1.6919], [0.0570, -1.8026, -0.9297], [-0.2200, -3.4473, 0.7772], [4.2494, 0.6313, 3.0419], [-2.0351, -2.5185, -0.5701], [4.5758, 1.5422, 3.5146], [-5.1174, 3.2859, -1.0039], [-2.7565, -0.2848, 1.0796], [3.3714, -1.4825, 1.8039], [6.6941, 0.2253, -2.1410], [0.9831, 0.0013, -1.0899], [-4.8791, -2.7390, 1.1614], [-0.5029, 3.9479, -0.9994], [-4.7372, -1.5300, -1.3461], [5.7671, 0.7331, 0.7271], [-4.8539, 3.9106, 0.6501], [1.9559, -0.5724, 1.2638], [-4.3707, 1.9130, 0.3642], [-2.5694, -1.5725, -1.5334], [3.0457, 0.3989, -1.1088], [-3.4054, -2.3145, 2.0422], [0.8597, -3.3399, 0.8503], [-2.7449, -2.0824, -2.4887], [-3.8971, -0.9149, 0.5126], [-3.0183, 1.9866, 0.1586], [2.9073, -1.9952, -0.7042], [3.6335, 1.2861, -0.8683], [1.9745, 2.8836, -0.2726], [5.3076, -1.7328, 0.3856], [-4.8061, -0.3984, 0.8493], [-0.8818, 0.8900, 0.3478], [3.2277, 0.1256, -2.1543], [5.1690, -1.4518, -1.3503], [-2.3638, 3.0896, -0.3786], [5.8295, 0.2325, -0.2287], [3.0512, -0.5981, 1.2471], [-0.9928, 3.0875, -0.5714], [-2.2552, 0.8617, 0.5183], [-2.6222, -4.0937, 0.6775], [-0.6715, -3.1896, 1.7328], [-0.3280, 0.0289, 0.6840], [-2.9248, 3.9683, -0.6544], [-0.7192, -2.5226, -0.3049], [4.5264, -0.2866, 3.5364], [3.2846, 1.5746, 1.4520], [1.9417, -1.8939, -0.7876], [-5.1578, 3.0395, 0.0622], [-0.2379, 1.9784, -0.2231], [1.2377, 1.9334, -0.4634], [-3.8728, -0.9493, -1.0198], [-0.4487, -4.4836, 0.5387], [-3.8664, -2.3522, 1.0552], [7.2086, 1.5926, -1.0395]],
  "forces_ev_per_angstrom": [[-0.2, -0.1, 0.4], [0.1, -0.4, -0.1], [-0.1, 0.0, -0.1], [0.1, 0.1, 0.0], [0.2, 0.4, 0.1], [-0.3, 0.0, 0.0], [0.1, 0.1, -0.1], [-0.2, -0.1, 0.0], [0.1, -0.1, 0.1], [-0.2, -0.1, 0.0], [0.4, 0.2, -0.2], [0.2, 0.1, -0.1], [0.1, 0.1, 0.1], [0.0, 0.0, -0.2], [0.0, 0.2, 0.1], [0.0, 0.0, 0.1], [0.1, 0.4, 0.2], [0.0, 0.0, 0.0], [0.0, -0.2, -0.2], [-0.1, 0.2, 0.0], [0.0, 0.0, 0.0], [0.1, 0.1, 0.0], [-0.1, 0.0, 0.0], [0.1, 0.1, 0.0], [0.0, 0.0, 0.0], [0.0, -0.1, 0.0], [0.5, -0.3, 0.1], [0.1, 0.3, -0.3], [0.3, -0.1, 0.2], [-0.1, 0.0, 0.0], [0.0, 0.0, 0.0], [0.1, 0.1, 0.0], [-0.7, -0.3, -0.2], [-0.1, -0.2, 0.1], [-0.2, -0.2, -0.1], [-0.1, -0.1, -0.1], [0.1, 0.3, 0.1], [0.0, -0.1, 0.0], [0.2, -0.1, -0.1], [-0.2, 0.1, 0.0], [0.1, 0.0, 0.1], [0.0, 0.0, 0.0], [-0.2, 0.0, 0.0], [0.0, -0.1, 0.1], [0.1, -0.1, -0.2], [0.2, -0.1, 0.0], [0.1, 0.1, -0.1], [0.0, 0.0, -0.1], [-0.1, 0.0, 0.1], [0.1, -0.1, 0.0], [-0.1, 0.1, 0.0], [-0.1, -0.4, 0.2], [0.0, -0.2, 0.0], [0.0, 0.2, 0.0], [0.1, -0.1, 0.1], [-0.2, 0.2, -0.1], [-0.2, 0.1, 0.2], [-0.2, -0.1, -0.1], [0.2, 0.1, 0.3], [-0.1, -0.1, 0.0], [0.2, 0.2, -0.2], [0.1, 0.2, 0.1]],
  "lowdin_charge": [-0.13, 0.10, 0.11, 0.10, -0.50, -0.12, 0.01, -0.18, 0.13, 0.12, 0.00, 0.03, 0.01, -0.05, 0.05, 0.10, 0.00, 0.12, 0.06, 0.10, 0.12, 0.12, 0.12, 0.09, 0.10, 0.11, -0.09, -0.11, -0.09, 0.12, 0.08, 0.13, -0.30, -0.20, -0.02, 0.12, 0.06, 0.13, 0.14, 0.05, 0.14, 0.12, 0.00, -0.19, -0.12, -0.01, -0.19, 0.11, 0.09, 0.12, 0.11, -0.46, 0.06, 0.10, 0.04, -0.08, -0.12, -0.45, -0.09, 0.09, -0.08, 0.05],
  "multiplicity": 1,
  "total_energy_ha": -1381.327889,
  "e_above_lowest_ev": 2.6260,
  "smiles": "C=CCC(O)(CC=C)CNC(=O)c1ccc(OC)c(OC2CCN(C(C)=O)CC2)c1",
  "gap_ev": 8.99
}

Record 4
{
  "formula": "C4H9NOS",
  "method": "the ωB97M-V functional and the def2-TZVPD basis",
  "elements": ["C", "H", "C", "H", "H", "H", "O", "C", "C", "H", "H", "N", "H", "H", "H", "S"],
  "coordinates": [[1.1706, -0.3768, 1.3350], [0.2141, 1.3458, 0.8470], [-0.9937, -0.2697, -0.0436], [2.7473, -0.0486, 2.7452], [0.9380, 0.5904, -0.6569], [-0.8520, -1.5879, -1.7189], [0.9681, -1.5451, 1.6645], [0.3608, 0.3139, 0.3358], [-1.2441, -0.5522, -1.4720], [-2.3099, -0.7243, -1.6750], [2.1999, 1.3423, 2.0155], [2.1393, 0.3604, 2.0041], [-1.5904, 1.0755, -3.4047], [-1.7366, 0.5831, 0.2577], [-1.4060, -1.1210, 0.5271], [-0.6055, 0.6142, -2.7610]],
  "forces_ev_per_angstrom": [[1.0, -2.1, 2.1], [0.0, -1.4, -1.1], [-2.4, 2.6, 1.7], [-1.2, -0.1, -1.2], [-0.7, -0.7, 2.1], [0.1, 1.3, 0.0], [0.3, 0.9, -0.6], [0.4, 3.1, -1.5], [-0.5, -2.2, -2.3], [0.1, 0.4, 0.2], [-0.3, 1.1, -0.5], [0.8, -1.2, 0.7], [-2.4, 0.5, -0.7], [1.0, -1.4, -0.6], [1.0, 0.2, 0.0], [2.7, -1.0, 1.6]],
  "lowdin_charge": [-0.55, 0.14, -0.29, 0.13, 0.12, 0.09, 0.04, -0.16, -0.56, 0.08, 0.07, 0.13, -0.22, 0.14, 0.12, 0.72],
  "multiplicity": 1,
  "total_energy_ha": -685.972312,
  "e_above_lowest_ev": 1.2691,
  "smiles": "NC(=O)CCCS",
  "gap_ev": 10.03
}

Record 5
{
  "formula": "C6H12O",
  "method": "the ωB97M-V functional and the def2-TZVPD basis",
  "elements": ["O", "C", "H", "H", "C", "H", "H", "H", "H", "C", "H", "H", "C", "H", "C", "H", "C", "H", "H"],
  "coordinates": [[1.7641, -1.8465, -0.1662], [-0.2374, 1.9910, 0.1174], [-0.6581, 1.9343, -0.8809], [0.9100, 3.0099, 1.6542], [0.3822, 2.9899, 0.7181], [0.5098, 3.8516, 0.0820], [1.6388, -1.2974, 0.6217], [-0.1123, -2.7206, 0.3575], [0.5628, -2.9864, -1.1858], [0.3942, -2.1774, -0.4654], [0.4661, -0.2951, -1.1723], [-0.8122, -1.1505, -1.9846], [-0.6765, 0.7313, 0.8731], [-2.0476, 0.1907, -0.6871], [-0.4009, -0.9550, -1.0086], [-1.3335, 1.1035, 1.6768], [-1.3568, -0.3315, -0.0147], [-1.9373, -0.9257, 0.7085], [0.2137, 0.2133, 1.3191]],
  "forces_ev_per_angstrom": [[-1.1, 0.5, 1.2], [-0.8, -1.9, 1.4], [0.3, 1.0, -0.2], [-0.4, -0.3, 0.4], [0.3, 0.6, -1.9], [0.3, 0.5, 0.2], [0.8, 0.0, -0.1], [0.2, 0.7, 0.1], [-0.6, 0.4, -0.4], [0.2, -1.4, -1.0], [-0.6, 0.4, -0.2], [-0.5, -0.2, -0.2], [1.0, -0.2, 0.0], [-0.5, 0.1, 0.6], [2.0, -1.3, 1.2], [0.2, -0.6, -0.1], [-0.6, 1.7, 0.0], [0.3, -0.6, -0.9], [-0.6, 0.6, 0.1]],
  "lowdin_charge": [-0.09, -0.18, 0.10, 0.06, -0.01, 0.05, 0.07, 0.12, 0.11, -0.25, 0.11, 0.10, -0.22, 0.10, -0.18, 0.11, -0.23, 0.11, 0.11],
  "multiplicity": 1,
  "total_energy_ha": -310.983065,
  "e_above_lowest_ev": 2.0737,
  "smiles": "C=CCCCCO",
  "gap_ev": 10.81
}